(1)
The following is a quantum chemistry calculation of a structure of composition F8N4Na3O16S8, from the Open Molecules 2025 dataset.

CARTESIAN COORDINATES (ANGSTROEM)
N1 -11.9789 19.1469 4.0667
S1 -13.1119 20.3998 8.9964
S2 -11.1101 15.1900 6.0217
O1 -7.2378 18.1690 8.4919
F1 -10.3676 20.7130 6.7323
O2 -8.2357 20.1845 5.9867
F2 -13.7415 16.1054 8.6764
F3 -14.9544 18.3969 6.4101
S3 -8.9266 19.9993 7.2035
O3 -8.5787 20.8140 8.3088
F4 -8.9317 16.5361 8.3110
O4 -15.9423 20.3906 7.2486
F5 -13.4900 17.3310 4.3198
F6 -10.7202 16.4312 5.1014
O5 -14.0559 21.2447 9.6044
O6 -14.0346 18.9094 2.6162
S4 -14.9744 19.4265 7.6192
N2 -9.6616 18.6253 7.5528
O7 -9.8834 14.7072 6.5283
S5 -12.9049 18.2208 3.1314
N3 -11.9377 16.1591 7.1400
O8 -14.1252 14.9084 6.6683
Na1 -11.8260 18.4932 6.3952
O9 -9.7384 18.9683 2.8344
N4 -13.4542 19.9445 7.4268
O10 -7.7821 17.1688 6.3416
F7 -11.9852 21.4218 8.5616
Na2 -11.1726 17.3638 9.0039
Na3 -12.5490 20.9614 5.4840
O11 -12.2284 17.2850 2.3173
O12 -11.9019 14.4074 5.1694
S6 -13.0749 15.1433 7.5934
O13 -12.3784 19.4338 9.7612
O14 -11.4961 20.3318 1.8038
S7 -8.1956 17.7301 7.5553
O15 -12.6285 14.0090 8.3209
S8 -10.9227 19.7103 2.9274
F8 -10.5274 20.9837 3.8541
O16 -15.1793 18.5844 8.7388

Properties
HOMO energy: -8.42 eV
Charge: -1
Kohn-Sham gap: 9.7 eV

(2)
The following is a quantum chemistry calculation of an isolated molecule of C9H12N2S, from the Open Molecules 2025 dataset.

CARTESIAN COORDINATES (ANGSTROEM)
H1 -2.0565 -0.9641 -0.2591
H2 -2.9266 -2.3919 0.3468
C1 1.3454 1.5216 2.0153
H3 0.5588 2.7367 -1.0233
H4 1.5666 3.4556 1.0631
N1 0.4022 -1.5798 0.2643
H5 1.9461 1.9625 2.8685
S1 -0.3921 -4.0953 0.8980
C2 0.3129 0.7298 -0.4245
C3 -0.7596 -2.3769 0.4294
N2 -0.2527 0.2656 -1.6302
C4 0.6041 2.0775 -0.2388
H6 -1.7010 1.4455 -2.4844
H7 -0.0957 2.1053 -2.6080
C5 1.0471 0.1673 1.8292
H8 1.3195 -1.9931 0.4319
C6 1.1682 2.4156 0.9786
H9 0.6117 -3.9065 1.7841
H10 -0.7814 -0.6420 -1.4266
C7 -1.9915 -1.9308 0.2428
H11 -0.6592 0.7530 -3.6004
C8 0.3920 -0.2065 0.6080
C9 -0.7353 1.1035 -2.6510
H12 1.0769 -0.6525 2.5863

Properties
HOMO energy (alpha / beta): -4.37 / -8.43 eV
Charge: 0
Kohn-Sham gap (alpha / beta): 5.2 / 6.1 eV
Multiplicity: 3

(3)
The following is a quantum chemistry calculation of a cluster of 2 separate species, C6H17NSi in total, from the Open Molecules 2025 dataset.

CARTESIAN COORDINATES (ANGSTROEM)
H1 -1.0770 2.1540 1.8193
H2 -1.5411 1.1266 3.2276
H3 2.1673 0.3381 1.9030
H4 0.8360 2.8511 0.3038
H5 0.1288 -1.7853 2.3221
H6 -2.7428 1.1687 1.9537
C1 1.1372 -0.8950 -2.1913
H7 1.3831 2.8372 1.8774
H8 2.6505 -0.2387 -3.7506
N1 0.8969 2.3006 1.1954
Si1 0.8780 0.5858 1.0332
H9 -0.8237 -0.8249 -1.5203
H10 1.4149 0.9723 -3.2372
C2 -0.8150 0.0535 1.4824
C3 1.5592 -0.0787 -3.3758
H11 -0.1707 -2.3784 -1.4299
C4 -0.2285 -1.4748 -2.1257
C5 -1.6497 1.2222 2.0829
H12 1.8683 -1.3332 -1.5527
H13 -0.5957 -0.5872 3.4566
H14 1.0801 -0.6075 -4.2882
C6 -0.6870 -1.0839 2.4940
H15 -0.6289 -1.8553 -3.1945
H16 -1.5632 -1.6937 2.3675
H17 -1.2851 -0.3044 0.6743

Properties
HOMO energy (alpha / beta): -7.53 / -7.02 eV
Charge: 0
Kohn-Sham gap (alpha / beta): 7.4 / 7.9 eV

(4)
The following is a quantum chemistry calculation of a cluster of 2 separate species, C4H12S2 in total, from the Open Molecules 2025 dataset.

CARTESIAN COORDINATES (ANGSTROEM)
S1 -2.2952 -1.0301 0.0664
H1 2.9330 0.2704 0.6304
H2 -0.2035 1.0364 2.2281
H3 1.1224 2.2644 1.8548
H4 2.6890 1.5533 -0.7040
H5 -3.2770 0.0745 -1.8866
H6 0.3797 -0.2240 0.1877
H7 -1.6151 -0.6054 -2.2967
H8 1.4680 0.6374 2.5031
H9 -3.1170 -1.6068 -2.1024
C1 -2.5592 -0.7356 -1.7663
C2 0.8729 0.7473 0.3895
S2 -1.5351 -2.9461 -0.2569
C3 0.8178 1.2034 1.8445
H10 -0.5442 -2.6655 0.6453
C4 2.3127 0.6755 -0.1814
H11 0.2951 1.4814 -0.2172
H12 2.2555 -0.1304 -0.9381

Properties
HOMO energy (alpha / beta): -14.38 / -14.37 eV
Charge: +1
Kohn-Sham gap (alpha / beta): 8.9 / 5.8 eV
Multiplicity: 2

(5)
The following is a quantum chemistry calculation of a cluster of 2 separate species, C2BrN2P in total, from the Open Molecules 2025 dataset.

CARTESIAN COORDINATES (ANGSTROEM)
N1 1.0990 1.2584 -0.1066
C1 -0.0828 -1.2904 -0.0995
P1 -0.9167 -0.0822 -1.0585
C2 1.9578 1.8042 0.4810
Br1 -2.4974 0.4799 0.3644
N2 0.4402 -2.1700 0.4192

Properties
HOMO energy: -10.04 eV
Charge: 0
Kohn-Sham gap: 6.4 eV

Calculated ΔE to the lowest compared entry with this formula, charge and spin in order - 4.0, 4.2, 105.0, 8.0, 29.5 kcal/mol
Calculated electronic energy in order - -160396.2850, -23337.4095, -15861.0177, -26003.9781, -84381.4136 eV